(1)
{"formula": "C4H7NO", "method": "ωB97M-V/def2-TZVPD", "e_lumo_ev": [0.732, 0.731], "smiles": "CC=C=[N+](C)[O-]", "total_energy_ha": -286.42379, "elements": ["C", "C", "C", "N", "C", "O", "H", "H", "H", "H", "H", "H", "H"], "positions_angstrom": [[-0.42, -1.10, -2.02], [0.36, 0.16, -1.45], [-0.01, 0.64, -0.16], [-0.20, 1.13, 1.00], [0.36, 0.29, 2.18], [-0.89, 2.17, 1.23], [-0.52, -1.00, -3.08], [0.13, -1.98, -1.75], [-1.33, -1.45, -1.63], [1.24, 0.50, -1.87], [0.91, -0.57, 1.99], [0.95, 0.99, 2.73], [-0.57, 0.21, 2.81]], "nbo_charge": [-0.63, -0.25, 0.25, 0.06, -0.44, -0.54, 0.22, 0.22, 0.23, 0.22, 0.22, 0.22, 0.23]}

***

(2)
{"formula": "C29H73N9O9", "method": "ωB97M-V/def2-TZVPD", "total_charge": 2, "e_lumo_ev": -5.441, "total_energy_ha": -2317.62911, "elements": ["C", "C", "C", "O", "C", "N", "H", "H", "H", "H", "H", "H", "H", "H", "H", "H", "H", "H", "C", "C", "C", "O", "C", "N", "H", "H", "H", "H", "H", "H", "H", "H", "H", "H", "H", "H", "C", "C", "O", "N", "C", "H", "H", "H", "H", "H", "H", "H", "C", "C", "O", "N", "C", "H", "H", "H", "H", "H", "H", "H", "C", "C", "O", "N", "C", "H", "H", "H", "H", "H", "H", "H", "C", "C", "O", "N", "C", "H", "H", "H", "H", "H", "H", "H", "C", "C", "O", "N", "C", "H", "H", "H", "H", "H", "H", "H", "C", "C", "O", "N", "C", "H", "H", "H", "H", "H", "H", "H", "C", "C", "O", "N", "C", "H", "H", "H", "H", "H", "H", "H"], "positions_angstrom": [[0.01, 1.59, 0.61], [-0.26, 0.12, 0.32], [1.06, -0.69, -0.08], [1.66, 0.15, -1.21], [3.06, 0.19, -1.21], [-1.14, -0.68, 1.25], [-0.60, -1.09, 2.04], [-1.83, -0.08, 1.75], [-1.51, -1.35, 0.86], [0.31, 2.19, -0.17], [0.49, 1.99, 1.55], [-0.95, 1.98, 0.88], [-0.93, 0.34, -0.62], [0.81, -1.57, -0.47], [1.66, -0.66, 0.70], [3.36, -0.65, -0.54], [3.54, 0.99, -0.39], [3.58, 0.49, -2.35], [-0.62, 5.36, 0.08], [-0.65, 5.85, -1.36], [-0.44, 4.72, -2.37], [0.73, 4.02, -2.00], [1.42, 3.33, -3.09], [-1.88, 6.53, -1.64], [-2.07, 7.47, -1.34], [-1.78, 6.63, -2.61], [-2.69, 5.86, -1.37], [-1.28, 4.55, 0.43], [-1.02, 6.09, 0.75], [0.40, 5.04, 0.19], [0.17, 6.60, -1.25], [-0.32, 5.27, -3.42], [-1.13, 3.88, -2.12], [1.78, 4.08, -3.85], [0.82, 2.49, -3.72], [2.06, 2.74, -2.82], [-5.66, 0.64, -0.65], [-5.01, -0.71, -0.40], [-3.82, -0.84, 0.00], [-5.79, -1.84, -0.52], [-5.51, -3.20, 0.18], [-5.20, 1.47, -0.84], [-6.26, 1.02, 0.16], [-6.33, 0.59, -1.41], [-6.71, -2.08, -1.11], [-5.22, -2.91, 1.23], [-4.77, -3.56, -0.37], [-6.33, -3.79, 0.25], [1.52, -3.10, 3.49], [0.91, -1.65, 3.58], [1.69, -0.79, 3.27], [-0.33, -1.48, 4.02], [-0.73, -0.07, 4.37], [1.08, -3.64, 2.81], [1.40, -3.44, 4.50], [2.62, -3.09, 3.25], [-0.85, -2.31, 4.39], [-0.19, 0.28, 5.26], [-1.81, -0.09, 4.60], [-0.75, 0.61, 3.66], [5.65, -3.20, 0.76], [4.21, -3.43, 0.64], [3.36, -2.64, 1.34], [3.77, -4.24, -0.18], [2.33, -4.43, -0.59], [5.77, -2.22, 1.43], [6.14, -3.11, -0.32], [5.99, -4.10, 1.05], [4.35, -4.82, -0.61], [2.20, -3.54, -1.39], [1.61, -3.89, 0.29], [2.11, -5.47, -0.94], [4.62, 0.61, 2.27], [5.95, 1.31, 2.08], [7.01, 0.84, 2.14], [5.61, 2.62, 1.80], [6.77, 3.67, 1.44], [4.36, -0.22, 1.49], [3.81, 1.33, 2.57], [4.56, -0.04, 3.19], [4.77, 2.74, 1.87], [7.41, 3.96, 2.18], [6.34, 4.46, 1.15], [7.48, 3.19, 0.73], [0.73, -1.91, -7.82], [0.75, -1.64, -6.36], [-0.04, -2.35, -5.61], [1.59, -0.81, -5.74], [1.67, -0.36, -4.28], [-0.22, -1.76, -8.12], [1.08, -2.98, -7.78], [1.21, -1.28, -8.48], [2.23, -0.21, -6.21], [0.76, -0.04, -4.03], [2.39, 0.41, -4.30], [2.01, -1.29, -3.60], [-1.91, -2.51, -2.44], [-1.40, -3.13, -1.17], [-0.57, -3.96, -1.25], [-2.06, -2.88, -0.14], [-1.94, -3.62, 1.14], [-2.21, -1.44, -2.36], [-2.85, -2.93, -2.88], [-1.15, -2.50, -3.22], [-2.82, -2.16, -0.07], [-2.77, -3.75, 1.47], [-1.13, -3.31, 1.97], [-1.55, -4.59, 0.80], [-4.17, 2.92, 2.98], [-3.99, 1.36, 3.06], [-3.19, 0.83, 2.33], [-4.50, 0.56, 3.95], [-4.66, -0.83, 3.82], [-4.69, 3.36, 3.93], [-4.37, 3.18, 1.90], [-3.09, 3.23, 3.07], [-5.15, 1.01, 4.76], [-3.89, -1.48, 4.28], [-4.37, -1.10, 2.95], [-5.72, -1.27, 3.95]], "lowdin_charge": [-0.04, -0.21, -0.02, -0.24, -0.15, 0.27, 0.12, 0.11, -0.05, 0.03, 0.12, 0.05, 0.18, 0.07, 0.05, 0.05, 0.11, 0.15, -0.04, -0.37, -0.17, -0.19, -0.03, 0.22, 0.19, 0.14, 0.23, 0.09, 0.09, 0.09, 0.19, 0.18, 0.16, 0.12, 0.15, -0.04, 0.03, -0.42, -0.03, 0.02, 0.01, 0.02, 0.10, 0.06, 0.21, 0.10, 0.03, 0.06, 0.02, -0.58, 0.07, 0.02, -0.02, -0.01, 0.08, 0.09, 0.17, 0.11, 0.08, 0.00, 0.01, -0.53, -0.13, 0.04, -0.02, 0.14, 0.14, 0.04, 0.09, 0.11, 0.12, 0.10, -0.03, -0.60, 0.12, 0.09, 0.04, 0.08, 0.09, 0.10, -0.04, 0.05, -0.01, 0.10, 0.01, -0.49, -0.05, 0.03, -0.04, 0.05, 0.13, 0.06, 0.11, 0.02, 0.04, 0.14, 0.02, -0.69, 0.09, 0.01, 0.02, 0.07, 0.10, 0.06, 0.08, -0.03, 0.12, 0.12, 0.02, -0.57, -0.01, 0.01, -0.08, 0.11, 0.09, 0.08, 0.23, 0.10, -0.02, 0.14]}

***

(3)
{"formula": "C4H10O2", "method": "ωB97M-V/def2-TZVPD", "e_lumo_ev": 0.946, "smiles": "C=CO.CCO", "total_energy_ha": -308.77743, "elements": ["C", "C", "O", "H", "H", "H", "H", "C", "C", "O", "H", "H", "H", "H", "H", "H"], "positions_angstrom": [[-3.41, 0.55, 0.99], [-3.27, 0.37, 2.34], [-1.97, 0.23, 2.85], [-4.46, 0.38, 0.70], [-2.61, 0.60, 0.17], [-3.99, -0.32, 2.76], [-1.78, 0.89, 3.47], [1.93, -0.38, -2.21], [2.82, 0.12, -1.16], [2.49, -0.60, 0.08], [0.99, -0.77, -1.94], [2.62, -1.03, -2.78], [1.77, 0.45, -2.91], [3.81, -0.16, -1.42], [2.71, 1.24, -0.94], [2.36, -1.55, 0.00]], "nbo_charge": [-0.42, 0.07, -0.72, 0.19, 0.22, 0.18, 0.48, -0.65, -0.05, -0.75, 0.22, 0.21, 0.21, 0.16, 0.18, 0.47]}

***

Energy above the lowest of the compared OMol25 structures with the same formula, charge and spin, respectively: 545.7 742.9 317.0 kJ/mol.